Record 1
{"formula": "C16H31CuNP2", "method": "ωB97M-V/def2-TZVPD", "species": ["H", "C", "C", "C", "C", "H", "H", "H", "H", "C", "N", "H", "P", "H", "H", "H", "H", "C", "H", "C", "H", "C", "H", "H", "H", "H", "C", "H", "C", "H", "C", "H", "H", "H", "C", "C", "Cu", "H", "H", "C", "C", "H", "H", "H", "C", "H", "H", "P", "H", "H", "H"], "xyz": [[-2.28, 0.61, 0.30], [0.22, 2.92, 1.56], [-0.63, 1.79, -0.57], [-0.59, 0.12, 1.54], [-0.26, -3.17, 0.68], [-1.02, -3.12, -0.12], [2.84, 0.54, 1.28], [-1.13, -0.38, -0.50], [0.92, 3.47, -2.15], [-0.26, 0.67, -3.50], [-2.99, -4.15, 2.03], [2.26, -3.02, 2.15], [0.48, 1.14, -1.94], [3.27, -1.90, 1.21], [-3.73, -0.48, 1.30], [1.99, 2.21, 2.59], [-4.42, 0.02, -0.31], [2.44, -2.59, 1.16], [2.69, -3.42, 0.48], [-1.19, 0.50, 0.18], [-1.11, -0.79, 1.90], [-3.16, -3.46, 1.09], [0.39, 3.97, 1.89], [-0.73, -3.12, 1.66], [0.25, -4.14, 0.62], [-0.81, 0.84, 2.34], [1.54, 2.58, -2.30], [-1.21, 1.19, -3.60], [-4.29, -0.82, 0.41], [0.42, 0.97, -4.32], [1.83, 0.82, 0.98], [1.81, -2.25, -1.54], [-1.06, 3.79, 0.04], [2.11, 0.44, -0.43], [1.65, -0.08, -1.43], [0.92, -0.20, 1.51], [-3.29, -2.34, -0.36], [-0.43, 2.55, 2.37], [2.40, 2.63, -1.61], [1.64, 2.23, 1.52], [-0.48, 2.92, 0.30], [-0.43, -0.41, -3.57], [0.15, -1.68, -1.71], [1.28, -0.42, 2.52], [1.10, -1.49, -1.18], [1.92, 2.58, -3.33], [2.44, -0.11, -2.20], [0.89, -1.85, 0.59], [-5.28, -1.15, 0.77], [-1.41, 2.09, -1.34], [2.32, 2.95, 1.01]], "spin_multiplicity": 2, "e_tot_ev": -81792.94225, "lumo_ev": [-0.06, -0.67], "homo_energy_ev": [-5.9, -5.9], "orbital_gap_ev": [5.84, 5.23]}

---

Record 2
{"formula": "C8H34N2O8", "method": "ωB97M-V/def2-TZVPD", "species": ["C", "O", "H", "N", "H", "H", "H", "H", "H", "H", "H", "H", "O", "O", "H", "H", "N", "H", "C", "H", "H", "H", "C", "H", "H", "O", "H", "H", "C", "H", "C", "H", "H", "H", "H", "C", "O", "C", "H", "H", "H", "H", "O", "O", "H", "H", "H", "H", "C", "O", "H", "H"], "xyz": [[-1.87, -2.65, 1.94], [-1.53, 4.26, 2.95], [4.76, -1.88, -3.13], [-1.74, -0.51, 0.70], [-2.69, -0.23, 0.86], [2.84, -0.40, -4.66], [-0.68, 0.62, 2.98], [-0.57, -0.43, -2.21], [3.47, -2.47, -5.87], [-0.76, 4.21, 3.52], [5.01, -1.38, -4.54], [-3.66, 3.59, 1.03], [-0.09, 5.88, 1.03], [-1.28, -3.25, 3.13], [1.40, 1.97, 0.23], [-0.98, 3.76, -2.06], [4.52, -1.08, -3.70], [-0.64, 5.28, 1.53], [0.25, -1.03, -1.80], [-1.05, -0.88, 3.87], [-2.93, -2.66, 2.19], [2.39, 1.27, 1.13], [-1.24, -1.23, 1.82], [1.85, -2.75, -5.19], [-0.17, -1.27, 1.63], [-0.47, 1.95, 0.65], [-0.86, 1.08, 0.69], [-1.08, -5.15, 4.04], [2.88, -2.48, -4.95], [2.61, -0.30, -2.22], [-1.73, -4.65, 3.32], [3.16, -3.39, -4.42], [0.56, 6.19, 1.66], [0.75, -0.37, -1.10], [-0.07, -1.82, -1.12], [2.37, -1.23, -2.74], [-0.61, 2.88, -2.12], [3.11, -1.26, -4.05], [-2.27, 4.16, 3.55], [2.74, -2.00, -2.05], [-2.67, 4.54, 1.67], [-2.80, -4.70, 3.54], [1.00, -1.50, -2.93], [2.31, 1.69, 0.27], [-0.76, 2.50, -1.26], [-0.67, 2.35, 1.50], [-1.57, -3.20, 1.05], [-1.56, -5.25, 2.43], [-1.31, -0.27, 3.01], [-3.42, 4.52, 1.08], [-2.33, 0.07, 3.19], [-1.96, -1.12, -0.07]], "spin_multiplicity": 2, "e_tot_ev": -28205.82145, "total_charge": -1, "lumo_ev": [2.36, 2.33], "homo_energy_ev": [-0.1, -7.7], "orbital_gap_ev": [2.48, 10.01]}

---

Record 3
{"formula": "C30H41N5NiO4PSe", "method": "ωB97M-V/def2-TZVPD", "species": ["O", "C", "P", "C", "C", "H", "C", "C", "H", "H", "H", "C", "H", "H", "C", "H", "H", "N", "C", "H", "N", "H", "H", "C", "H", "H", "C", "H", "C", "H", "N", "C", "H", "H", "C", "H", "O", "H", "C", "C", "H", "H", "H", "C", "C", "Se", "H", "C", "C", "H", "H", "H", "C", "C", "C", "C", "C", "H", "Ni", "O", "H", "H", "H", "H", "C", "C", "H", "H", "H", "C", "O", "N", "H", "H", "H", "H", "C", "H", "C", "C", "H", "H", "N"], "xyz": [[2.47, -0.10, 0.57], [-2.69, 2.37, -4.26], [1.76, -0.34, -0.86], [2.72, 1.62, -2.48], [-1.59, 2.36, -2.12], [-0.17, -0.67, 2.85], [-2.57, -1.09, -2.78], [-2.18, -2.84, -1.29], [5.19, -2.00, 1.20], [4.35, 1.88, -1.11], [0.51, 2.70, 1.57], [-2.52, -3.78, -2.25], [4.46, -1.70, -0.39], [-1.93, -0.56, 3.05], [-2.00, 3.04, -3.26], [-3.18, -1.63, -4.77], [-2.01, 2.45, 5.98], [-0.75, 1.87, 3.04], [3.23, -1.12, 1.29], [2.55, 3.60, -1.63], [-2.68, 1.98, 3.99], [-3.03, 2.89, -5.14], [1.23, 1.42, 2.56], [2.39, 0.92, -3.80], [-0.95, -5.76, 2.11], [4.83, 1.81, -2.81], [3.41, -0.54, 2.68], [-4.49, 0.93, 4.03], [-0.53, 2.16, 4.37], [-1.63, -5.30, -0.23], [-1.61, -2.14, 0.94], [4.59, -1.30, 0.62], [5.11, -0.35, 0.56], [2.60, -0.15, -3.73], [-1.25, -2.39, 2.20], [1.33, 1.06, -4.03], [0.30, -0.60, -0.55], [2.34, -2.86, 0.36], [-1.14, -4.74, 1.78], [-1.75, -3.18, 0.09], [3.11, 3.56, -3.31], [4.00, -1.21, 3.30], [-1.45, 3.22, -0.18], [-2.92, -1.98, -3.79], [-1.07, -1.23, 3.13], [-3.01, 1.37, 1.24], [0.07, 1.00, 1.30], [-2.07, 1.73, 2.82], [-2.46, 0.39, -2.96], [2.98, 1.35, -4.60], [-2.50, -4.84, -2.04], [0.46, 2.30, 4.76], [-0.83, 3.08, -1.06], [-2.90, -3.34, -3.51], [2.43, 3.11, -2.60], [-4.12, 1.94, 4.21], [2.46, -2.43, 1.35], [3.00, -3.14, 1.98], [-1.55, -0.24, -0.23], [1.80, 1.16, -1.44], [-4.61, 2.62, 3.52], [-0.72, -3.84, 3.68], [-1.79, 4.10, -3.36], [-0.97, -1.56, 4.16], [-1.52, -4.48, 0.47], [0.33, 1.75, 2.05], [3.91, 0.43, 2.63], [-4.32, 2.24, 5.23], [-0.51, 4.06, -1.42], [-2.91, 1.01, -4.11], [2.45, -1.34, -1.69], [-1.84, 1.06, -1.97], [-3.42, 0.45, -4.88], [2.43, -0.41, 3.16], [1.47, -2.27, 1.79], [0.06, 2.51, -0.79], [-1.02, -3.68, 2.65], [-3.16, -4.05, -4.28], [4.16, 1.39, -2.06], [-1.73, 2.23, 4.97], [4.37, 0.33, -1.97], [1.41, 3.28, -2.95], [-2.23, -1.55, -1.57]], "spin_multiplicity": 3, "e_tot_ev": -163096.43169, "total_charge": 1, "lumo_ev": [-3.02, -3.07], "homo_energy_ev": [-10.8, -10.8], "orbital_gap_ev": [7.80, 7.76]}

---

Repeat the third record exactly.
{"formula": "C30H41N5NiO4PSe", "method": "ωB97M-V/def2-TZVPD", "species": ["O", "C", "P", "C", "C", "H", "C", "C", "H", "H", "H", "C", "H", "H", "C", "H", "H", "N", "C", "H", "N", "H", "H", "C", "H", "H", "C", "H", "C", "H", "N", "C", "H", "H", "C", "H", "O", "H", "C", "C", "H", "H", "H", "C", "C", "Se", "H", "C", "C", "H", "H", "H", "C", "C", "C", "C", "C", "H", "Ni", "O", "H", "H", "H", "H", "C", "C", "H", "H", "H", "C", "O", "N", "H", "H", "H", "H", "C", "H", "C", "C", "H", "H", "N"], "xyz": [[2.47, -0.10, 0.57], [-2.69, 2.37, -4.26], [1.76, -0.34, -0.86], [2.72, 1.62, -2.48], [-1.59, 2.36, -2.12], [-0.17, -0.67, 2.85], [-2.57, -1.09, -2.78], [-2.18, -2.84, -1.29], [5.19, -2.00, 1.20], [4.35, 1.88, -1.11], [0.51, 2.70, 1.57], [-2.52, -3.78, -2.25], [4.46, -1.70, -0.39], [-1.93, -0.56, 3.05], [-2.00, 3.04, -3.26], [-3.18, -1.63, -4.77], [-2.01, 2.45, 5.98], [-0.75, 1.87, 3.04], [3.23, -1.12, 1.29], [2.55, 3.60, -1.63], [-2.68, 1.98, 3.99], [-3.03, 2.89, -5.14], [1.23, 1.42, 2.56], [2.39, 0.92, -3.80], [-0.95, -5.76, 2.11], [4.83, 1.81, -2.81], [3.41, -0.54, 2.68], [-4.49, 0.93, 4.03], [-0.53, 2.16, 4.37], [-1.63, -5.30, -0.23], [-1.61, -2.14, 0.94], [4.59, -1.30, 0.62], [5.11, -0.35, 0.56], [2.60, -0.15, -3.73], [-1.25, -2.39, 2.20], [1.33, 1.06, -4.03], [0.30, -0.60, -0.55], [2.34, -2.86, 0.36], [-1.14, -4.74, 1.78], [-1.75, -3.18, 0.09], [3.11, 3.56, -3.31], [4.00, -1.21, 3.30], [-1.45, 3.22, -0.18], [-2.92, -1.98, -3.79], [-1.07, -1.23, 3.13], [-3.01, 1.37, 1.24], [0.07, 1.00, 1.30], [-2.07, 1.73, 2.82], [-2.46, 0.39, -2.96], [2.98, 1.35, -4.60], [-2.50, -4.84, -2.04], [0.46, 2.30, 4.76], [-0.83, 3.08, -1.06], [-2.90, -3.34, -3.51], [2.43, 3.11, -2.60], [-4.12, 1.94, 4.21], [2.46, -2.43, 1.35], [3.00, -3.14, 1.98], [-1.55, -0.24, -0.23], [1.80, 1.16, -1.44], [-4.61, 2.62, 3.52], [-0.72, -3.84, 3.68], [-1.79, 4.10, -3.36], [-0.97, -1.56, 4.16], [-1.52, -4.48, 0.47], [0.33, 1.75, 2.05], [3.91, 0.43, 2.63], [-4.32, 2.24, 5.23], [-0.51, 4.06, -1.42], [-2.91, 1.01, -4.11], [2.45, -1.34, -1.69], [-1.84, 1.06, -1.97], [-3.42, 0.45, -4.88], [2.43, -0.41, 3.16], [1.47, -2.27, 1.79], [0.06, 2.51, -0.79], [-1.02, -3.68, 2.65], [-3.16, -4.05, -4.28], [4.16, 1.39, -2.06], [-1.73, 2.23, 4.97], [4.37, 0.33, -1.97], [1.41, 3.28, -2.95], [-2.23, -1.55, -1.57]], "spin_multiplicity": 3, "e_tot_ev": -163096.43169, "total_charge": 1, "lumo_ev": [-3.02, -3.07], "homo_energy_ev": [-10.8, -10.8], "orbital_gap_ev": [7.80, 7.76]}